[1]
2 unconnected molecules or ions with the total composition C3H2N2S2 at a distorted geometry. Source: OMol25; level of theory: ωB97M-V/def2-TZVPD.

Geometry as XYZ:
```
9
C3H2N2S2 | OMol25 | ωB97M-V/def2-TZVPD
C -0.042 -0.933 -0.559
C -0.952 -0.715 0.520
C 0.294 -0.061 -1.422
N 0.861 2.002 0.712
N 1.354 1.567 1.577
S 0.916 1.074 -2.244
S -1.768 0.613 0.849
H 0.159 -2.095 -0.768
H -0.822 -1.450 1.336
```

Properties
SMILES string: S=C=CC=S.N#N
ΔE to the lowest compared entry with this formula, charge and spin (kJ/mol): 75.7
Orbital gap (eV): 8.00

natural (NBO) atomic charge list, values in e, 5 entries: number 1, C, carries -0.499; number 2, C, carries -0.303; number 3, C, carries 0.009; number 4, N, carries -0.009; number 5, N, carries 0.001



[2]
16 unconnected molecules or ions with the total composition C6H41N2O15 at a distorted geometry. Source: OMol25; level of theory: ωB97M-V/def2-TZVPD.

Geometry as XYZ:
```
64
C6H41N2O15 | OMol25 | ωB97M-V/def2-TZVPD
C -1.129 1.136 -2.944
C -1.714 1.000 -1.542
N -0.944 0.294 -0.535
C -0.957 -1.022 -0.243
C -0.127 -1.267 0.864
N 0.544 -0.106 1.181
C -0.094 0.861 0.376
C 1.653 0.194 2.098
H -0.186 1.668 -3.072
H -1.876 1.606 -3.584
H -1.023 0.164 -3.424
H -2.685 0.507 -1.564
H -2.004 1.977 -1.154
H -1.597 -1.634 -0.861
H 0.055 -2.177 1.416
H 0.055 1.930 0.329
H 1.454 -0.379 3.004
H 1.654 1.239 2.407
H 2.562 -0.119 1.585
O 1.538 3.438 -1.614
H 0.852 4.036 -1.910
H 2.291 4.002 -1.440
O -3.816 -0.453 -3.950
H -4.054 0.462 -3.804
H -3.490 -0.476 -4.849
O -2.098 3.940 0.350
H -2.941 3.951 0.802
H -2.225 4.506 -0.411
O -0.996 -4.487 1.225
H -1.244 -4.731 0.334
H -1.488 -5.088 1.785
O 2.434 -0.996 5.631
H 2.446 -0.755 6.557
H 1.610 -1.471 5.518
O 1.518 -1.312 -3.135
H 1.920 -0.791 -2.440
H 1.114 -2.050 -2.678
O 0.134 5.315 1.755
H -0.397 4.691 1.259
H -0.116 5.171 2.668
O -4.787 2.069 -4.003
H -5.655 2.379 -4.259
H -4.405 2.801 -3.517
O 0.476 -3.736 -1.417
H 0.822 -4.608 -1.231
H -0.449 -3.789 -1.176
O -0.558 2.434 3.546
H 0.240 2.871 3.844
H -1.161 3.149 3.343
O 2.708 1.092 -1.981
H 3.425 1.156 -1.350
H 2.290 1.953 -1.957
O 0.670 -3.493 3.405
H 1.540 -3.606 3.024
H 0.075 -3.885 2.766
O 3.002 -3.425 2.059
H 3.136 -2.967 1.229
H 3.571 -2.968 2.679
O -2.210 -4.215 -1.122
H -2.755 -3.866 -0.417
H -2.751 -4.888 -1.535
O 5.017 1.062 0.701
H 5.593 0.888 1.445
H 5.535 0.818 -0.066
```

Properties
Net charge: +2
Multiplicity: 2
Orbital gap (alpha / beta) (eV): 8.36 / 4.40

natural (NBO) atomic charge list, values in e, 5 entries: number 1, C, carries -0.640; number 2, C, carries -0.258; number 3, N, carries -0.290; number 4, C, carries 0.185; number 5, C, carries 0.187



[3]
A gas-phase ion, C8H10N3 (charge +1) at a distorted geometry. Source: OMol25; level of theory: ωB97M-V/def2-TZVPD.

Geometry as XYZ:
```
21
C8H10N3 | OMol25 | ωB97M-V/def2-TZVPD
C -0.667 -1.955 0.713
C 2.129 1.003 -0.992
C 1.974 1.831 0.085
C 0.418 0.284 0.188
C -2.355 -0.066 0.316
C -1.864 0.024 1.735
C -1.078 -0.618 0.746
C 0.935 -1.085 -1.865
N -0.089 -2.917 0.902
N 1.119 0.016 -0.930
N 0.957 1.340 0.822
H 2.648 0.801 -1.902
H 2.511 2.785 0.504
H -3.283 -0.679 0.066
H -2.253 0.777 -0.293
H -1.614 1.097 1.960
H -2.294 -0.393 2.593
H 1.763 -1.353 -2.542
H 0.454 -1.906 -1.197
H 0.087 -0.730 -2.538
H 0.501 1.743 1.631
```

Properties
Net charge: +1
SMILES string: Cn1cc[nH+]c1C1(C#N)CC1
ΔE to the lowest compared entry with this formula, charge and spin (kJ/mol): 200.9
Orbital gap (eV): 11.14

natural (NBO) atomic charge list, values in e, 5 entries: number 1, C, carries 0.224; number 2, C, carries -0.052; number 3, C, carries -0.046; number 4, C, carries 0.472; number 5, C, carries -0.389



[4]
2 unconnected molecules or ions with the total composition C2H2BrO2S2. Source: OMol25; level of theory: ωB97M-V/def2-TZVPD.

Geometry as XYZ:
```
9
C2H2BrO2S2 | OMol25 | ωB97M-V/def2-TZVPD
C 2.223 1.630 -0.705
C 2.703 0.508 0.246
O 1.013 1.815 -0.824
O 3.218 2.176 -1.170
S -0.660 -0.117 0.918
S 2.925 0.649 1.834
Br 3.447 -1.010 -0.705
H -1.229 -0.594 -0.190
H 0.041 0.793 0.191
```

Properties
Net charge: -1
ΔE to the lowest compared entry with this formula, charge and spin (kJ/mol): 72.1
Orbital gap (eV): 8.08

natural (NBO) atomic charge list, values in e, 5 entries: number 1, C, carries 0.699; number 2, C, carries -0.272; number 3, O, carries -0.716; number 4, O, carries -0.674; number 5, S, carries -0.412



[5]
2 unconnected molecules or ions with the total composition C5H12O2. Source: OMol25; level of theory: ωB97M-V/def2-TZVPD.

Geometry as XYZ:
```
19
C5H12O2 | OMol25 | ωB97M-V/def2-TZVPD
C -1.607 -0.609 1.698
O -0.437 -0.622 1.118
C -0.154 -0.376 -0.122
C -0.986 2.441 0.535
C 1.274 -0.258 -0.527
C 1.659 -1.357 -1.522
O 1.529 -2.638 -0.950
H -2.494 -0.512 1.081
H -1.247 1.584 1.168
H -1.607 -0.907 2.733
H -0.985 -0.158 -0.791
H -1.163 3.351 1.110
H -1.615 2.445 -0.360
H 0.065 2.400 0.237
H 1.905 -0.337 0.365
H 1.464 0.728 -0.981
H 1.038 -1.257 -2.428
H 2.705 -1.254 -1.826
H 0.654 -2.664 -0.536
```

Properties
ΔE to the lowest compared entry with this formula, charge and spin (kJ/mol): 424.0
Orbital gap (alpha / beta) (eV): 7.95 / 8.16

natural (NBO) atomic charge list, values in e, 5 entries: number 1, C, carries -0.184; number 2, O, carries -0.356; number 3, C, carries 0.075; number 4, C, carries -0.858; number 5, C, carries -0.498



[6]
A molecular structure, C26H35N8O2Pb. Source: OMol25; level of theory: ωB97M-V/def2-TZVPD.

Geometry as XYZ:
```
72
C26H35N8O2Pb | OMol25 | ωB97M-V/def2-TZVPD
Pb -0.684 1.923 -0.894
O -0.340 4.057 -1.405
N 0.765 4.377 -1.991
N 1.548 3.420 -2.218
O 1.261 2.168 -1.852
C 2.812 3.651 -2.892
C 3.719 2.607 -2.963
C 4.928 2.833 -3.602
C 5.208 4.076 -4.150
C 4.279 5.105 -4.066
C 3.063 4.905 -3.434
H 3.491 1.644 -2.532
H 5.653 2.034 -3.670
H 6.153 4.246 -4.649
H 4.496 6.072 -4.497
H 2.336 5.699 -3.370
C 1.199 2.706 1.821
N 1.485 1.406 2.416
C 2.894 1.202 2.774
C 0.556 0.455 2.506
N -0.442 0.415 1.562
C -1.713 0.244 1.937
C -2.139 0.811 3.211
C -3.436 0.878 3.615
C -4.417 0.322 2.785
C -4.068 -0.304 1.576
C -5.116 -0.951 0.907
C -4.875 -1.732 -0.235
C -3.596 -1.868 -0.664
C -2.454 -1.190 -0.047
N -1.262 -1.298 -0.610
C -0.946 -2.387 -1.400
N -1.151 -3.633 -0.961
C -1.315 -4.781 -1.863
C -1.233 -3.981 0.457
N -0.361 -2.160 -2.573
C 0.643 -3.050 -3.169
C -0.600 -0.930 -3.319
C -2.714 -0.361 1.109
N 0.625 -0.476 3.467
C 0.067 -1.817 3.316
C 1.287 -0.245 4.757
H 1.641 3.484 2.443
H 0.125 2.889 1.795
H 1.638 2.785 0.822
H 3.177 1.800 3.640
H 3.501 1.512 1.924
H 3.087 0.153 2.970
H -1.375 1.279 3.818
H -3.711 1.364 4.540
H -5.458 0.347 3.084
H -6.124 -0.860 1.294
H -5.695 -2.210 -0.753
H -3.396 -2.450 -1.554
H -1.543 -4.443 -2.869
H -2.156 -5.367 -1.492
H -0.432 -5.420 -1.876
H -0.948 -3.133 1.069
H -0.547 -4.804 0.654
H -2.242 -4.304 0.718
H 1.014 -3.749 -2.427
H 1.473 -2.428 -3.502
H 0.250 -3.591 -4.029
H -1.497 -0.434 -2.954
H -0.772 -1.179 -4.366
H 0.267 -0.266 -3.266
H -0.270 -1.966 2.296
H -0.763 -1.973 4.007
H 0.844 -2.548 3.542
H 1.463 0.815 4.910
H 2.227 -0.790 4.835
H 0.617 -0.606 5.537
```

Properties
Net charge: +3
Orbital gap (alpha / beta) (eV): 4.51 / 4.38

Löwdin atomic charge list, values in e, 5 entries: number 1, Pb, carries 1.566; number 2, O, carries -0.327; number 3, N, carries 0.035; number 4, N, carries -0.179; number 5, O, carries -0.331